Formula: C27H39N2O5RuSb
Source: OMol25
Level of theory: ωB97M-V with the def2-TZVPD basis set

Calculated values
Highest occupied orbital energy (alpha / beta), eV: -7.65 / -7.65
DFT total energy, Eh: -1873.0956
Energy above the lowest of the compared OMol25 structures with the same formula, charge and spin, kJ/mol: 12.0

Structure (ORCA input):
```
! RIJCOSX wB97M-V def2-TZVPD def2/J DEFGRID3
* xyz 0 1
Ru 0.23 1.08 0.05
O -0.15 1.13 6.06
C -0.12 1.09 4.71
C -1.27 1.13 3.93
C -1.13 1.09 2.56
N 0.07 1.00 2.01
C 1.20 0.99 2.73
C 1.14 1.03 4.11
C 2.44 0.91 1.86
O 3.54 0.92 2.37
O 2.19 0.82 0.58
C -2.25 1.13 1.53
O -3.41 1.18 1.89
O -1.84 1.10 0.29
H -1.07 1.16 6.37
H -2.27 1.19 4.35
H 2.05 1.02 4.69
C 0.40 3.28 -3.55
C 0.18 4.29 -2.46
C 0.06 5.64 -2.74
C -0.15 6.56 -1.72
C -0.25 6.15 -0.40
C -0.13 4.80 -0.07
C -0.24 4.35 1.35
C 0.09 3.88 -1.12
N 0.26 2.55 -0.84
H 0.44 3.78 -4.52
H -0.39 2.54 -3.56
H 1.34 2.74 -3.39
H 0.13 5.98 -3.77
H -0.24 7.61 -1.96
H -0.42 6.87 0.38
H -0.36 5.20 2.01
H 0.65 3.80 1.65
H -1.10 3.69 1.48
C 0.11 -2.57 2.48
C 0.77 -2.97 1.16
C 0.53 -4.46 0.92
C 2.28 -2.71 1.27
Sb 0.00 -1.60 -0.37
C 1.25 -1.96 -2.14
C 2.50 -1.10 -1.99
C 0.49 -1.50 -3.38
C 1.66 -3.42 -2.31
C -2.01 -2.26 -0.90
C -2.55 -1.30 -1.96
C -2.89 -2.16 0.34
C -2.04 -3.70 -1.43
H 0.59 -3.12 3.30
H -0.95 -2.81 2.50
H 0.22 -1.51 2.70
H 1.07 -5.02 1.69
H 0.89 -4.80 -0.05
H -0.53 -4.72 1.01
H 2.66 -3.18 2.19
H 2.53 -1.65 1.31
H 2.83 -3.14 0.44
H 2.27 -0.04 -1.87
H 3.11 -1.21 -2.90
H 3.12 -1.39 -1.14
H 0.05 -0.51 -3.26
H -0.31 -2.20 -3.65
H 1.18 -1.45 -4.22
H 2.28 -3.78 -1.50
H 2.24 -3.52 -3.23
H 0.80 -4.09 -2.41
H -2.40 -0.26 -1.68
H -3.63 -1.46 -2.05
H -2.12 -1.47 -2.94
H -2.94 -1.14 0.72
H -2.56 -2.82 1.14
H -3.91 -2.46 0.07
H -1.35 -3.85 -2.26
H -3.05 -3.91 -1.80
H -1.82 -4.43 -0.66
*
```